Formula: C46H46N2O3PScTe
Source: OMol25
Level of theory: ωB97M-V with the def2-TZVPD basis set

Properties
ΔE to the lowest compared entry with this formula, charge and spin, kcal/mol: 23.6
E_HOMO, eV: 0.068
Total energy, eV: -94856.881
Gap between HOMO and LUMO, eV: 3.9
LUMO level, Ha: 0.14759
Net charge: -2

Structure (XYZ):
```
100
Properties=species:S:1:pos:R:3:mulliken_charge:R:1
Sc -1.94053 -0.02684 -1.02568 -1.177
C -2.34313 -1.88513 -2.57023 -0.491
C -2.67962 -2.59812 -1.39629 -0.654
C -3.98654 -2.24121 -1.02807 -0.307
C -4.47283 -1.31569 -1.96790 -0.687
C -3.46126 -1.08136 -2.91524 -0.764
H -1.45924 -2.02724 -3.17490 0.684
H -2.04216 -3.31237 -0.89481 0.377
H -4.52950 -2.61262 -0.17123 0.471
H -5.44918 -0.85177 -1.95444 0.470
H -3.54461 -0.48226 -3.81038 0.576
O -0.20470 -0.69586 -0.49493 0.304
C 1.13420 -0.82838 -0.44087 -0.649
C 1.88508 -0.00336 0.36761 0.821
C 3.32431 -0.16071 0.49701 -0.847
C 4.04570 0.50921 1.43137 -0.768
C 3.44065 1.44788 2.31059 -1.330
C 2.10606 1.73074 2.12078 -0.706
C 1.29115 1.05633 1.19846 1.128
P -0.24360 1.80268 0.62094 2.083
C 0.49040 3.20996 -0.33749 1.075
C 1.13409 2.82450 -1.51894 -0.598
C 1.83691 3.74085 -2.28515 -0.675
C 1.90064 5.07460 -1.89554 -0.698
C 1.26756 5.46970 -0.72543 -0.593
C 0.57787 4.54361 0.05064 -0.778
C -1.02386 2.66362 2.03806 0.223
C -0.80160 2.32258 3.37029 -0.621
C -1.54423 2.90708 4.38912 -0.816
C -2.52989 3.83540 4.09248 -0.584
C -2.78728 4.15603 2.76511 -0.712
C -2.05150 3.56644 1.75017 -0.524
H 3.82478 -0.84012 -0.18227 0.186
H 5.11687 0.33598 1.49251 0.361
H 4.02294 1.97079 3.05917 0.360
H 1.67478 2.54893 2.69019 0.408
H 1.10312 1.78409 -1.82883 -0.006
H 2.33719 3.40751 -3.18732 0.503
H 2.45058 5.79459 -2.49057 0.336
H 1.31634 6.50508 -0.40571 0.395
H 0.10215 4.86921 0.96839 0.286
H -0.04359 1.58777 3.60942 0.281
H -1.36054 2.61902 5.41799 0.365
H -3.11407 4.28625 4.88647 0.356
H -3.58440 4.84754 2.51812 0.360
H -2.29038 3.77860 0.71299 0.361
O -0.19165 0.46950 -5.09255 -0.731
C -0.73073 1.27554 -4.36569 -0.020
C -0.96451 2.74796 -4.75408 -0.513
C -1.60265 3.36428 -3.51406 -0.707
C -1.80100 2.14897 -2.63954 0.429
O -2.42842 2.13700 -1.55829 -0.379
N -1.24803 1.03342 -3.11301 0.766
H -1.61964 2.76398 -5.62666 0.295
H -0.01343 3.19760 -5.03793 0.287
H -2.55204 3.87402 -3.67813 0.428
H -0.93446 4.04784 -2.98662 0.040
C -3.10995 -3.10849 2.60507 -0.766
N -2.25269 -2.15485 3.27969 -0.097
C -1.04111 -2.79426 3.74706 -0.891
C -1.92507 -1.03461 2.39251 0.079
C -3.10704 -0.14038 2.07992 0.012
C -3.91766 0.26589 3.14229 -0.679
C -5.00714 1.09419 2.92537 -0.536
C -5.27744 1.52457 1.63040 -0.926
C -4.44690 1.13093 0.58936 -0.386
C -3.34042 0.28246 0.76115 1.410
H -3.39964 -3.90366 3.29750 0.443
H -2.61771 -3.56644 1.72911 0.184
H -4.00990 -2.60339 2.25366 0.206
H -1.29337 -3.63482 4.39958 0.360
H -0.44160 -2.08205 4.31676 0.309
H -0.41468 -3.17539 2.92106 0.203
H -1.48620 -1.40150 1.45377 0.348
H -1.14099 -0.45121 2.88915 -0.228
H -3.68256 -0.07852 4.14478 0.379
H -5.63035 1.41103 3.75557 0.334
H -6.12674 2.17429 1.43693 0.350
H -4.67282 1.50598 -0.40669 0.344
C 6.50803 -5.87969 -0.87664 -1.535
C 5.46790 -4.81548 -1.11311 0.828
C 5.58534 -3.91436 -2.15613 -0.992
C 4.61182 -2.94720 -2.41227 0.921
C 4.83493 -1.99893 -3.56101 -1.786
C 3.46404 -2.89666 -1.60968 -0.797
Te 1.85351 -1.66800 -2.24162 0.620
C 3.35134 -3.77845 -0.51515 1.326
C 2.17706 -3.72972 0.42022 -1.237
C 4.35410 -4.71337 -0.28828 -0.748
H 7.25468 -5.88045 -1.67212 0.343
H 6.05307 -6.87242 -0.84156 0.333
H 7.02916 -5.72823 0.07222 0.303
H 6.45845 -3.96046 -2.80207 0.219
H 5.88140 -2.02273 -3.87133 0.378
H 4.56216 -0.98071 -3.28130 0.343
H 4.21641 -2.25357 -4.42560 0.285
H 1.25180 -3.52195 -0.11457 0.001
H 2.29584 -2.92049 1.14602 0.266
H 2.07495 -4.67336 0.96120 0.469
H 4.24744 -5.39720 0.54967 0.329
```

=====

Formula: C3H7N3
Source: OMol25
Level of theory: ωB97M-V with the def2-TZVPD basis set

Properties
ΔE to the lowest compared entry with this formula, charge and spin, kcal/mol: 53.5
E_HOMO, eV: -20.529
Total energy, eV: -7673.668
Gap between HOMO and LUMO, eV: 11.8
LUMO level, Ha: -0.32062
Net charge: +2

Structure (XYZ):
```
13
Properties=species:S:1:pos:R:3:mulliken_charge:R:1
C 1.81596 -0.07326 -0.09683 0.465
C -2.11981 0.27948 0.14586 0.529
C 0.73973 0.66348 -0.19295 -0.789
N -2.60906 1.24444 0.61292 -0.061
N 2.95273 -0.53716 0.11893 -0.257
N -1.85199 -0.90464 -0.21798 -0.363
H 0.41310 1.21067 0.70166 0.298
H 0.20761 0.48971 -1.05969 0.468
H -2.78757 2.06066 1.09830 0.321
H 3.21881 -1.53902 0.44377 0.371
H 3.83728 -0.16169 -0.32936 0.378
H -2.68580 -1.49011 -0.30503 0.323
H -1.13100 -1.24254 -0.91957 0.316
```

=====

Formula: C4H11FNO
Source: OMol25
Level of theory: ωB97M-V with the def2-TZVPD basis set

Properties
ΔE to the lowest compared entry with this formula, charge and spin, kcal/mol: 32.2
E_HOMO, eV: -12.707
Total energy, eV: -10572.115
Gap between HOMO and LUMO, eV: 9.4
LUMO level, Ha: -0.12299
Net charge: +1

Structure (XYZ):
```
18
Properties=species:S:1:pos:R:3:mulliken_charge:R:1
C -1.36967 -1.78690 -0.78964 -0.999
C -0.19390 1.17868 2.13539 -0.680
C 0.00957 -1.46733 -0.37453 0.232
C 0.28175 0.83590 -0.15714 -0.372
N 1.35953 1.06473 -1.13904 -0.197
O 0.75194 1.15314 1.07921 -0.400
F 0.93819 -1.58408 -1.35724 -0.330
H -1.42077 -2.85833 -1.01409 0.351
H -2.07759 -1.57622 0.00371 0.327
H -1.65254 -1.25046 -1.69313 0.321
H 0.38067 1.38060 3.04184 0.276
H -0.69658 0.20991 2.22079 0.298
H -0.93511 1.97099 1.98465 0.328
H 0.40807 -1.81700 0.56834 0.360
H -0.69210 1.22772 -0.43965 0.411
H 2.19907 1.32067 -0.59364 0.354
H 1.14831 1.81134 -1.81582 0.367
H 1.56114 0.18664 -1.66000 0.353
```